ORCA calculation (the ωB97M-V functional and the def2-TZVPD basis) on an isolated molecule of C6H12O.

## Properties
E_HOMO = -8.276 eV
maximum force = 0.37 eV/Å
energy above the lowest of the compared OMol25 structures with the same formula, charge and spin = 89.1 kcal per mole
total energy = -8460.4922 eV

Positions of all 19 atoms, in Å:
H 2.218 0.168 0.589
H 0.412 1.205 -0.621
C 0.244 -1.429 0.057
H -0.740 -0.155 -2.384
C 0.865 -1.422 1.396
H 2.129 0.034 2.389
H -0.970 2.264 0.879
O -1.376 2.028 0.035
H -1.779 -0.667 0.426
H 2.875 -1.237 1.456
C -1.249 0.672 -1.878
C -0.653 0.936 -0.506
H -0.294 -2.347 -0.190
C 2.044 -0.511 1.443
H -2.310 0.422 -1.774
H 0.880 -1.128 -0.793
H -0.578 0.055 1.453
C -0.756 -0.281 0.415
H -1.169 1.569 -2.500

ORCA calculation (the ωB97M-V functional and the def2-TZVPD basis) on a cluster of 11 separate species, C19H60O11 in total in a non-equilibrium geometry.

## Properties
E_HOMO = -9.545 eV
SMILES string = CC(C)O.CC(C)O.CC(C)O.CC(C)O.CO.CO.CO.CO.CO.CO.CO
maximum force = 1.91 eV/Å
energy above the lowest of the compared OMol25 structures with the same formula, charge and spin = 68.8 kcal per mole
total energy = -43195.5576 eV

Positions of all 90 atoms, in Å:
C -1.684 1.232 -4.202
H 1.737 -4.962 1.111
H 0.690 -1.444 0.467
C -2.875 1.689 1.951
C 1.067 -4.162 0.797
H -1.657 -5.383 -0.593
H -0.967 2.542 1.375
H -1.826 0.718 -5.154
H -3.088 -4.134 1.903
H -3.451 2.615 2.015
O 0.406 -0.522 0.356
H -2.546 1.049 -3.549
H 0.065 -4.352 1.199
H -3.287 1.034 2.723
H -1.878 -5.529 -2.327
H -1.707 2.510 -1.188
H 4.300 1.076 -0.405
C 1.545 -0.990 6.574
H 3.676 3.536 0.115
H 1.370 2.177 -0.754
C -0.089 -0.503 -0.983
H -0.812 4.423 0.079
H -3.301 -5.258 -1.229
C -2.375 -2.327 1.995
H -1.613 -1.734 1.496
H -2.726 4.274 -5.500
C -0.627 4.232 -0.987
O 1.537 -2.931 1.374
H 0.311 2.981 -4.892
H -0.205 -1.893 4.573
C 2.977 2.710 0.249
H -3.138 2.641 -5.922
C -2.255 -5.023 -1.442
H -0.511 0.399 1.697
H -2.168 -2.349 3.065
H 0.691 -0.226 -1.699
C 1.440 -0.553 5.097
C -2.842 3.275 -5.081
H -3.342 -1.837 1.845
H 1.320 -2.591 4.300
H 2.612 3.077 2.388
H -0.684 -2.337 -4.666
O 1.114 -1.320 -4.877
H 0.754 -1.425 3.171
H -0.881 0.224 -1.193
H 1.391 3.815 1.401
C -1.286 3.010 3.407
C 0.798 -1.619 4.242
H -0.807 0.762 -3.752
H 2.988 -1.107 -4.133
C 2.070 2.955 1.450
H 4.469 1.490 1.272
C -1.423 2.034 2.234
H -3.700 3.297 -4.406
O -0.806 2.840 -1.205
H 2.331 -1.740 6.633
H 2.438 -0.233 4.775
C 3.356 -1.690 -2.295
O -0.515 2.948 -5.390
H -2.001 3.822 3.238
C 0.389 -2.497 -4.538
H -0.567 -1.452 -1.244
O -2.049 -3.620 -1.540
O 3.706 -1.010 -3.494
C 3.733 1.401 0.468
H -1.389 3.253 -3.498
O -2.439 -3.632 1.401
H -1.274 4.932 -1.520
O 0.542 0.555 5.079
H 2.994 0.635 0.712
C -1.571 2.736 -4.439
H -0.302 3.455 3.514
H 0.229 0.735 4.174
H 2.976 -0.924 -1.604
H 2.547 -2.398 -2.495
H 1.368 2.119 1.546
H -3.053 1.220 0.983
O 2.208 2.622 -0.943
H 1.749 -0.119 7.191
O -0.627 0.889 2.535
H 0.748 -3.381 -5.060
H 0.560 -1.380 6.832
H 2.141 -3.118 2.092
H 0.430 4.391 -1.185
H 4.233 -2.186 -1.878
H 0.833 -1.013 -5.743
H -1.621 2.523 4.325
H 0.992 -4.016 -0.281
H 0.481 -2.637 -3.461
H -2.343 -3.297 -0.676

ORCA calculation (the ωB97M-V functional and the def2-TZVPD basis) on a cluster of 3 separate species, C18H41BrN5O4 in total.

## Properties
E_HOMO = -10.992 eV
total charge = +1
maximum force = 0.83 eV/Å
total energy = -105005.5796 eV

Positions of all 69 atoms, in Å:
N 2.056 -0.548 -2.535
H -2.482 -2.840 -3.697
N 3.092 -1.441 -2.668
C -0.891 5.777 1.035
H -3.046 -0.848 -1.555
H -1.760 -0.902 2.648
O 0.081 6.649 0.484
C -3.953 1.024 5.668
H 1.636 4.796 -0.442
C 5.706 -4.788 -1.700
H 1.196 3.600 -1.678
H -2.852 -2.648 0.064
H 4.307 -6.200 -0.865
C -0.170 7.002 -0.865
N 2.069 -1.808 -0.747
Br 7.310 -4.960 -2.792
H -1.302 0.775 3.001
H -4.586 0.845 4.796
C -2.128 -0.954 -0.982
C -2.008 -2.419 -0.584
H 0.726 7.489 -1.246
H 5.664 -2.729 -2.343
H -3.099 2.378 3.251
H -1.824 5.830 0.466
H 1.736 3.053 -0.070
C -2.080 0.019 3.149
H -1.231 0.387 -2.444
C -2.256 -0.265 4.625
H 4.543 -3.806 -3.192
N 3.907 -3.183 -1.292
C -0.957 -0.463 -1.823
H -0.664 -1.260 -2.508
C 4.860 -6.062 -1.792
H -1.091 -2.607 -0.018
C 0.267 -0.059 -0.941
C -0.393 4.351 1.092
H 0.469 1.003 -1.057
H 3.753 -3.659 -0.417
C -3.377 1.831 2.347
H 1.835 0.138 -3.238
N -2.987 -2.985 -2.830
H 5.515 -6.916 -1.925
H -1.098 6.115 2.055
C -2.041 -3.398 -1.770
H -2.360 -4.362 -1.375
H 3.712 -1.497 -3.460
C 3.071 -2.192 -1.564
H 4.176 -6.030 -2.636
C 1.170 3.823 -0.610
H -1.144 3.730 1.590
C 1.466 -0.816 -1.365
H -3.022 -1.033 4.771
H -1.312 -0.649 5.024
H -2.245 -0.328 -0.096
C 4.971 -3.563 -2.218
H -1.007 7.704 -0.931
H -4.224 0.320 6.461
H 0.089 -0.276 0.108
H -1.040 -3.571 -2.171
H -4.409 2.067 2.095
H 0.530 4.300 1.677
O -2.576 0.909 5.348
H -3.607 -3.761 -3.034
H -2.731 2.145 1.518
H -4.122 2.037 6.027
O -3.295 0.429 2.541
O -0.185 3.808 -0.208
H -0.386 6.124 -1.479
H 6.029 -4.630 -0.676

ORCA calculation (the ωB97M-V functional and the def2-TZVPD basis) on a structure of composition C16H29BF6NO7S2 in a non-equilibrium geometry.

## Properties
E_HOMO = -6.822 eV
total charge = -1
maximum force = 8.14 eV/Å
energy above the lowest of the compared OMol25 structures with the same formula, charge and spin = 107.5 kcal per mole
total energy = -71530.6735 eV

Positions of all 62 atoms, in Å:
H 4.694 2.750 3.253
O 4.484 3.179 0.393
H -0.816 -0.304 0.378
F -6.097 0.045 2.739
H -1.463 0.719 3.094
H -0.730 1.936 0.453
O 1.020 2.572 1.689
H 4.824 0.799 3.100
C -8.238 -4.203 0.975
H 4.564 4.141 -1.516
C 1.428 -1.315 -0.935
F -8.864 -3.758 2.106
H 2.766 -2.170 1.029
H 3.202 3.957 -3.318
F -4.205 0.619 1.807
S -6.424 -4.046 1.076
H 3.930 0.826 -2.926
F -8.768 -3.474 -0.052
H 0.475 0.486 3.076
C -0.686 -0.691 1.474
H -1.057 2.854 2.095
C 4.308 1.785 2.709
C 4.301 3.068 -1.064
C -5.303 -0.177 1.648
C 2.379 3.208 -2.907
H -1.729 -1.189 1.775
H -0.088 -2.903 1.559
H 1.377 3.856 -2.856
C -0.367 2.046 1.560
O -4.186 -2.300 2.671
F -5.992 0.329 0.581
H 3.628 0.487 -4.755
H 3.148 1.673 2.919
H 1.107 -0.420 -3.263
H 5.002 2.294 -1.594
C 2.074 1.952 -3.918
O -6.050 -4.872 2.228
C 2.251 -0.738 -3.379
H 1.149 -0.158 -0.889
H 1.989 3.345 -0.608
H 3.702 -0.960 -1.497
H 1.642 1.861 1.345
O -5.942 -4.543 -0.215
H 0.926 1.692 -3.843
C 0.453 -1.852 1.679
O 4.714 0.681 0.446
N -6.374 -2.475 1.291
H 0.543 -1.948 -1.376
O -4.062 -1.978 0.227
C -0.493 0.634 2.435
B 1.704 -1.801 0.613
F -8.658 -5.488 0.788
H 2.877 -2.606 -2.144
H 2.270 -1.502 -4.279
C 2.684 2.758 -1.344
C 2.718 -1.441 -1.939
S -4.889 -1.939 1.436
H 0.819 -1.781 2.798
H 2.238 2.356 -5.022
C 3.070 0.653 -3.713
H 2.511 1.609 -1.150
C 4.511 1.862 1.053

ORCA calculation (the ωB97M-V functional and the def2-TZVPD basis) on a structure of composition C10H12NO2 in a non-equilibrium geometry.

## Properties
E_HOMO = -2.638 eV
total charge = -1
maximum force = 3.78 eV/Å
energy above the lowest of the compared OMol25 structures with the same formula, charge and spin = 0.0 kcal per mole
total energy = -16149.1193 eV

Positions of all 25 atoms, in Å:
H 2.072 0.518 -2.181
H 1.073 1.971 1.190
C 2.434 -0.478 0.222
C -0.921 2.223 0.091
H -0.387 2.941 -0.690
H -1.681 1.699 -0.459
O 2.496 -0.430 1.430
H 0.260 0.020 2.503
C -1.338 -2.730 -0.199
C -1.436 -2.026 1.048
H -1.836 -3.627 -0.491
N -0.830 -0.842 0.878
C -0.452 0.292 1.674
H -1.538 2.708 0.774
C 1.020 0.857 -1.784
H 0.199 0.590 -2.489
C 0.185 1.336 0.645
C -0.244 -0.810 -0.337
H -1.535 0.533 2.152
C 0.676 0.330 -0.397
H -1.854 -2.189 1.946
H -0.130 -2.109 -2.066
C -0.563 -1.963 -1.068
O 3.118 -0.692 -0.765
H 1.214 1.877 -1.629

ORCA calculation (the ωB97M-V functional and the def2-TZVPD basis) on a structure of composition C25H20AuN2STe in a non-equilibrium geometry.

## Properties
E_HOMO (alpha / beta) = -11.643 / -11.642 eV
total charge = +1
maximum force = 1.30 eV/Å
energy above the lowest of the compared OMol25 structures with the same formula, charge and spin = 27.4 kcal per mole
total energy = -51043.0676 eV

Positions of all 50 atoms, in Å:
H 2.301 0.844 5.461
C -0.579 3.651 0.959
C 3.016 0.707 -0.153
C 3.845 1.245 -1.124
H -3.123 -2.177 -2.841
Te 0.845 -1.223 0.877
H 0.852 0.662 3.483
H -6.317 -1.596 0.469
C -3.294 -0.555 -0.670
C 3.056 -1.837 2.782
C 1.987 -0.959 2.631
H 4.531 2.040 -0.862
H 4.698 -2.405 4.026
C 3.798 0.767 -2.428
H -3.093 0.168 2.663
C -2.513 -0.355 -1.913
C 2.099 -0.812 -1.802
H 3.265 -2.597 2.038
H -5.363 -0.788 2.609
H -0.920 2.493 -1.249
C -0.899 0.945 -3.167
H -0.292 0.143 -5.056
C -1.705 0.782 -2.051
H -5.026 -1.383 -1.622
Au -0.947 0.724 0.789
C -5.317 -1.183 0.496
C 2.147 -0.316 -0.504
N -1.364 4.356 0.484
H 2.907 -0.646 -3.779
C -1.726 -1.115 -4.071
N -1.607 1.784 -1.011
H 4.448 1.192 -3.181
H -1.738 -1.860 -4.855
C -2.784 -0.147 0.551
C 2.517 0.097 4.708
S 0.536 2.537 1.554
C -2.516 -1.287 -2.942
C -4.791 -0.724 1.693
H 4.227 -0.683 5.738
C -3.505 -0.186 1.723
C -0.911 0.000 -4.181
C -4.584 -1.085 -0.680
H -2.467 2.250 -0.728
C 1.703 0.003 3.587
H 1.426 -1.621 -2.063
C 3.863 -1.729 3.903
C 2.930 -0.262 -2.767
H 3.059 1.074 0.865
C 3.596 -0.761 4.863
H -0.275 1.828 -3.255